Entry 1:
Density functional theory data (ωB97M-V/def2-TZVPD) for a structure of composition C35H38AsBr2N4ORb in a non-equilibrium geometry.

Values from the calculation:
E_HOMO in eV: -6.522
Largest force on an atom in eV/A: 1.98
Relative energy (zero: lowest compared OMol25 entry of this formula, charge and spin) in kcal per mole: 17.8
Frontier orbital gap in eV: 6.465

Each line ends with the Mulliken charge.
Atoms and positions in Å:
Rb 0.019 0.042 -0.317  0.82
Br 1.769 -1.404 -5.027  -0.22
C 2.922 -1.451 -3.522  0.15
C 4.154 -2.105 -3.649  -0.44
C 5.021 -2.159 -2.597  -0.06
Br 6.680 -3.056 -2.825  -0.28
C 4.687 -1.559 -1.360  0.97
C 5.533 -1.573 -0.225  -0.73
C 5.140 -0.971 0.930  -1.29
C 3.881 -0.346 0.976  0.04
N 3.057 -0.309 -0.044  0.17
C 3.435 -0.900 -1.226  -0.31
C 2.486 -0.813 -2.345  -0.10
O 1.371 -0.208 -2.233  -0.45
H 4.420 -2.565 -4.592  0.42
H 6.491 -2.066 -0.294  0.32
H 5.776 -0.971 1.806  0.42
H 3.553 0.136 1.894  0.42
C 0.617 -1.750 2.809  -0.99
N -0.544 -0.874 2.652  0.77
C -1.778 -1.624 2.843  -1.13
C -0.494 0.255 3.578  -1.15
C 0.562 1.295 3.242  -0.89
N 0.330 1.989 1.982  1.21
C -0.816 2.895 2.066  -0.92
C 1.521 2.739 1.584  -0.58
H 0.734 -2.097 3.848  0.33
H 1.537 -1.246 2.508  0.12
H 0.503 -2.629 2.173  0.39
H -1.867 -2.029 3.865  0.36
H -1.821 -2.459 2.141  0.30
H -2.639 -0.977 2.648  0.25
H -0.308 -0.097 4.602  0.41
H -1.481 0.725 3.589  0.44
H 1.545 0.813 3.184  0.17
H 0.617 2.012 4.075  0.35
H -0.683 3.651 2.855  0.32
H -1.743 2.355 2.264  0.20
H -0.939 3.421 1.121  0.01
H 1.795 3.507 2.325  0.33
H 1.337 3.241 0.630  0.08
H 2.368 2.061 1.449  -0.03
C -4.637 -2.576 -1.470  -0.95
C -3.623 -1.657 -0.910  0.25
N -2.839 -0.909 -0.518  -0.16
H -4.178 -3.528 -1.724  0.30
H -5.070 -2.147 -2.371  0.28
H -5.427 -2.747 -0.746  0.31
C -2.468 1.030 -6.216  -0.60
C -3.531 1.515 -5.464  -0.72
C -3.330 1.935 -4.152  -0.51
C -2.055 1.893 -3.589  0.81
C -1.002 1.356 -4.334  0.28
C -1.204 0.941 -5.644  -0.79
As -1.637 2.347 -1.728  0.70
C -3.326 3.067 -1.094  -0.02
C -3.900 2.445 0.009  -0.67
C -5.108 2.903 0.530  -0.84
C -5.747 3.988 -0.056  -0.55
C -5.181 4.614 -1.165  -0.79
C -3.976 4.156 -1.680  0.15
C -0.592 3.985 -1.953  0.55
C 0.628 3.862 -2.622  -0.33
C 1.479 4.952 -2.748  -0.76
C 1.132 6.175 -2.181  -0.51
C -0.065 6.294 -1.483  -0.81
C -0.922 5.203 -1.366  0.01
H -2.626 0.704 -7.238  0.38
H -4.526 1.563 -5.894  0.41
H -4.172 2.287 -3.582  0.40
H -0.025 1.205 -3.884  -0.46
H -0.374 0.526 -6.204  0.42
H -3.412 1.589 0.454  0.52
H -5.549 2.408 1.387  0.43
H -6.685 4.347 0.347  0.39
H -5.677 5.461 -1.627  0.41
H -3.543 4.644 -2.541  0.57
H 0.934 2.908 -3.034  0.09
H 2.421 4.839 -3.274  0.43
H 1.795 7.028 -2.276  0.37
H -0.336 7.239 -1.021  0.40
H -1.839 5.312 -0.805  0.41


Entry 2:
Density functional theory data (ωB97M-V/def2-TZVPD) for a structure of composition C35H38AsNOP2Se3TeTi in a non-equilibrium geometry.

Values from the calculation:
E_HOMO (alpha / beta) in eV: -5.562 / -5.562
Largest force on an atom in eV/A: 1.92
Frontier orbital gap (alpha / beta) in eV: 5.307 / 5.316

Each line ends with the Mulliken charge.
Atoms and positions in Å:
Ti -0.182 -0.554 -0.056  -0.20
C 3.623 -0.068 2.108  -1.55
N 3.459 -1.509 2.008  0.63
C 3.556 -2.054 0.681  -1.98
P 2.200 -1.713 -0.595  2.24
C 2.010 -3.314 -1.443  0.64
C 1.654 -4.438 -0.702  -0.08
C 1.385 -5.643 -1.327  -0.87
C 1.443 -5.737 -2.711  -0.58
C 1.766 -4.616 -3.461  -0.73
C 2.046 -3.411 -2.831  -0.98
C 3.164 -0.684 -1.753  0.36
C 4.322 -1.159 -2.369  -0.35
C 5.102 -0.321 -3.148  -0.83
C 4.745 1.013 -3.305  -0.59
C 3.604 1.499 -2.685  -1.05
C 2.815 0.656 -1.916  -0.36
C 3.492 -2.341 3.137  0.78
C 4.141 -1.964 4.317  -0.60
C 4.132 -2.794 5.426  -0.69
C 3.492 -4.023 5.395  -0.68
C 2.854 -4.408 4.226  -0.75
C 2.846 -3.581 3.116  0.09
P 1.941 0.654 1.752  1.16
C 1.066 -0.140 3.133  1.29
C 0.270 -1.224 2.806  0.51
C -0.398 -1.959 3.776  -1.03
C -0.246 -1.609 5.107  -0.71
C 0.560 -0.529 5.456  -0.93
C 1.209 0.205 4.476  -0.02
C 2.103 2.405 2.180  0.55
C 1.133 3.073 2.927  -0.43
C 1.250 4.432 3.172  -0.75
C 2.333 5.141 2.672  -0.54
C 3.300 4.485 1.923  -0.67
C 3.184 3.126 1.674  -0.61
H 4.411 0.289 1.435  0.62
H 3.898 0.232 3.115  0.43
H 3.665 -3.136 0.733  0.91
H 4.468 -1.668 0.206  0.52
H 1.536 -4.366 0.372  0.19
H 1.108 -6.504 -0.734  0.45
H 1.226 -6.677 -3.200  0.39
H 1.802 -4.678 -4.542  0.44
H 2.285 -2.546 -3.436  0.49
H 4.621 -2.194 -2.246  0.49
H 5.993 -0.707 -3.628  0.44
H 5.357 1.672 -3.908  0.42
H 3.324 2.538 -2.804  0.52
H 1.914 1.040 -1.454  0.45
H 4.681 -1.030 4.377  0.44
H 4.646 -2.473 6.323  0.41
H 3.486 -4.668 6.263  0.40
H 2.334 -5.356 4.175  0.40
H 2.300 -3.889 2.237  0.27
H 0.183 -1.627 1.788  -1.14
H -1.028 -2.785 3.470  0.58
H -0.755 -2.172 5.879  0.43
H 0.683 -0.260 6.497  0.47
H 1.828 1.050 4.757  0.52
H 0.277 2.530 3.304  0.42
H 0.486 4.939 3.747  0.42
H 2.426 6.202 2.861  0.38
H 4.146 5.034 1.529  0.42
H 3.942 2.638 1.072  0.25
Se -1.594 -2.458 -0.144  -0.55
Se -4.772 0.695 0.568  -0.59
Te -2.604 0.391 1.568  0.27
Se -1.007 1.840 0.306  -0.58
C -0.904 0.626 -4.577  -1.17
As -1.371 -0.530 -3.122  0.48
C -1.397 -2.309 -3.814  -0.99
C -3.088 0.002 -2.501  -1.01
O -0.079 -0.330 -2.046  -0.17
H -1.610 0.509 -5.398  0.44
H 0.102 0.377 -4.911  0.31
H -0.922 1.655 -4.222  0.35
H -2.229 -2.390 -4.514  0.49
H -1.518 -2.993 -2.978  0.25
H -0.458 -2.500 -4.331  0.29
H -3.717 0.186 -3.372  0.51
H -2.971 0.913 -1.915  0.23
H -3.504 -0.766 -1.855  0.32


Entry 3:
Density functional theory data (ωB97M-V/def2-TZVPD) for a structure of composition C35H38F9IrN2OP2Si2 in a non-equilibrium geometry.

Values from the calculation:
E_HOMO (alpha / beta) in eV: -11.352 / -11.079
Total charge: +1
<S²>: 1.2414
2S+1: 2
Largest force on an atom in eV/A: 2.10
Relative energy (zero: lowest compared OMol25 entry of this formula, charge and spin) in kcal per mole: 0.0
Frontier orbital gap (alpha / beta) in eV: 6.686 / 6.580

Each line ends with the Mulliken spin population.
Atoms and positions in Å:
Ir -1.004 0.060 -0.584  0.12
C -2.391 2.330 3.464  0.00
Si -2.670 1.488 1.827  -0.01
C -4.098 0.305 1.959  0.00
C -2.919 2.720 0.443  0.00
N -1.213 0.563 1.322  -0.06
P 0.177 0.302 2.165  0.16
C 1.436 -0.428 1.277  0.45
P 1.873 -0.442 -0.372  0.12
N 0.811 0.318 -1.391  -0.04
Si 0.967 1.542 -2.690  0.00
C -0.787 1.961 -3.193  0.01
C 1.916 0.838 -4.128  0.00
C 1.820 3.075 -2.052  0.00
C 3.489 0.352 -0.468  -0.01
C 3.847 1.292 0.496  0.06
C 5.037 1.992 0.370  0.01
C 5.871 1.753 -0.714  0.00
C 5.532 0.794 -1.659  0.00
C 4.344 0.089 -1.538  0.00
C 2.079 -2.166 -0.837  0.03
C 2.096 -2.511 -2.188  0.00
C 2.334 -3.824 -2.558  0.00
C 2.544 -4.790 -1.583  0.00
C 2.499 -4.453 -0.237  0.01
C 2.272 -3.138 0.143  0.02
C -0.115 -0.819 3.540  0.05
C -1.228 -1.656 3.471  0.00
C -1.453 -2.588 4.474  0.00
C -0.577 -2.675 5.545  0.00
C 0.548 -1.861 5.599  0.00
C 0.795 -0.946 4.589  0.00
C 0.795 1.910 2.704  0.04
C 1.006 2.290 4.025  0.02
C 1.478 3.566 4.303  0.00
C 1.739 4.458 3.273  0.01
C 1.517 4.086 1.952  0.00
C 1.045 2.816 1.669  -0.03
H -3.355 2.709 3.817  0.00
H -1.706 3.176 3.386  0.00
H -2.011 1.643 4.225  0.00
H -5.019 0.873 2.117  0.00
H -3.985 -0.382 2.801  0.00
H -4.220 -0.280 1.047  0.00
H -3.913 3.172 0.499  0.00
H -2.843 2.231 -0.532  0.00
H -2.179 3.522 0.488  0.00
H -1.156 1.275 -3.960  0.00
H -0.838 2.976 -3.596  0.00
H -1.490 1.920 -2.359  -0.01
H 1.485 -0.100 -4.486  0.00
H 2.972 0.683 -3.905  0.00
H 1.854 1.558 -4.950  0.00
H 1.178 3.639 -1.370  0.00
H 2.050 3.727 -2.900  0.00
H 2.758 2.848 -1.541  0.00
H 3.203 1.462 1.348  -0.03
H 5.310 2.725 1.118  0.00
H 6.794 2.309 -0.819  0.00
H 6.196 0.593 -2.490  0.00
H 4.090 -0.674 -2.263  0.00
H 1.907 -1.753 -2.939  0.00
H 2.352 -4.098 -3.605  0.00
H 2.743 -5.814 -1.875  0.00
H 2.640 -5.216 0.517  0.00
H 2.243 -2.857 1.187  -0.02
H -1.903 -1.580 2.628  0.01
H -2.308 -3.248 4.415  0.00
H -0.764 -3.386 6.340  0.00
H 1.239 -1.945 6.427  0.00
H 1.704 -0.359 4.602  0.00
H 0.787 1.613 4.838  0.00
H 1.634 3.861 5.332  0.00
H 2.113 5.448 3.499  0.00
H 1.713 4.782 1.147  0.00
H 0.864 2.517 0.642  0.01
F -2.813 -2.278 0.102  0.00
C -3.588 -2.391 -0.996  0.00
F -3.762 -3.682 -1.231  0.00
F -4.765 -1.848 -0.692  0.00
C -2.917 -1.628 -2.185  -0.01
O -2.526 -0.364 -1.788  0.05
C -1.709 -2.469 -2.706  0.01
F -2.062 -3.618 -3.257  0.00
F -0.880 -2.743 -1.685  0.00
F -1.000 -1.766 -3.595  0.00
C -3.956 -1.451 -3.337  0.01
F -4.553 -2.603 -3.635  0.00
F -3.351 -0.994 -4.434  0.00
F -4.885 -0.569 -2.985  0.00


Entry 4:
Density functional theory data (ωB97M-V/def2-TZVPD) for a structure of composition C35H38FN3NbO3Si in a non-equilibrium geometry.

Values from the calculation:
E_HOMO (alpha / beta) in eV: -13.677 / -13.665
Total charge: +3
Largest force on an atom in eV/A: 3.53
Relative energy (zero: lowest compared OMol25 entry of this formula, charge and spin) in kcal per mole: 36.2
Frontier orbital gap (alpha / beta) in eV: 5.157 / 5.143

Each line ends with the Mulliken charge.
Atoms and positions in Å:
C 1.181 -2.410 1.475  -0.04
C 1.266 -3.492 0.547  -0.94
C 1.623 -2.958 -0.734  -0.22
H 1.168 -4.541 0.792  0.85
C 1.756 -1.547 -0.604  -0.52
C 1.483 -1.202 0.766  -0.67
H 1.695 -0.245 1.231  0.59
H 1.033 -2.495 2.547  0.48
H 1.805 -3.531 -1.635  0.56
H 2.094 -0.863 -1.377  0.54
Nb -0.392 -2.033 -0.077  0.49
C -3.478 -5.434 -1.629  -0.98
H -3.010 -5.576 -2.605  0.41
H -4.560 -5.384 -1.774  0.43
H -3.334 -6.336 -1.015  0.43
Si -2.046 -4.366 -0.325  0.20
C -2.691 -4.611 1.403  0.69
C -1.776 -4.815 2.450  0.26
H -0.698 -4.750 2.250  0.28
C -2.222 -5.107 3.743  -0.88
H -1.485 -5.290 4.528  0.43
C -3.591 -5.196 4.015  -0.50
H -3.934 -5.474 5.012  0.43
C -4.509 -4.931 2.992  -0.71
H -5.578 -4.985 3.200  0.43
C -4.069 -4.621 1.702  -0.60
H -4.792 -4.410 0.908  0.33
C -0.727 -5.591 -0.798  0.83
C -0.532 -6.756 -0.043  -0.09
H -1.078 -6.897 0.896  0.47
C 0.318 -7.759 -0.519  -0.63
H 0.406 -8.691 0.043  0.46
C 1.024 -7.586 -1.713  -0.52
H 1.674 -8.380 -2.091  0.42
C 0.884 -6.394 -2.431  -0.65
H 1.442 -6.236 -3.355  0.48
C -0.004 -5.411 -1.988  -0.73
H -0.146 -4.494 -2.570  0.55
H -1.895 -2.906 -0.892  0.03
H -3.311 -4.328 -1.206  0.29
F 1.630 3.249 -3.608  -0.34
C 1.071 3.300 -2.346  0.17
C 0.444 2.167 -1.885  -0.71
C -0.076 2.154 -0.565  0.84
C -0.614 0.982 0.018  1.24
O -0.619 -0.142 -0.691  -1.28
C -1.026 1.007 1.371  -0.02
C -0.889 2.171 2.104  -0.59
N -0.303 3.284 1.583  0.28
C -0.096 4.445 2.367  -0.55
C -0.025 4.338 3.859  -0.99
C 1.213 4.647 3.070  -0.36
C 0.097 3.305 0.247  0.16
C 0.739 4.446 -0.253  -0.65
C 1.238 4.479 -1.574  -0.73
N 1.880 5.627 -2.044  0.24
C 2.811 6.321 -1.173  -0.69
C 2.622 7.825 -1.284  -0.66
N 2.716 8.164 -2.725  -0.10
C 1.815 7.440 -3.653  -0.88
C 2.047 5.949 -3.446  -0.65
C -1.581 -0.193 2.096  0.03
O -2.185 -0.045 3.141  -0.64
O -1.370 -1.391 1.537  -0.45
H 0.358 1.275 -2.497  0.66
H -1.231 2.229 3.134  0.77
H -0.547 5.351 1.957  0.68
H -0.456 5.171 4.412  0.28
H -0.097 3.351 4.314  0.33
H 1.975 3.868 2.970  0.22
H 1.571 5.677 3.108  0.29
H 0.858 5.323 0.387  0.60
H 3.853 6.062 -1.452  0.23
H 2.659 6.001 -0.138  0.44
H 1.637 8.154 -0.945  0.37
H 3.398 8.375 -0.747  0.39
H 2.575 9.170 -2.847  0.37
H 3.664 7.923 -3.017  0.41
H 2.047 7.748 -4.675  0.43
H 0.796 7.744 -3.405  0.36
H 3.074 5.693 -3.770  0.38
H 1.332 5.388 -4.051  0.46


What is the largest force on an atom in the first record? 1.98 eV/A